[1]
The following is a quantum chemistry calculation of 2 unconnected molecules or ions with the total composition C7H6N2O4 in a non-equilibrium geometry, from OMol25.

## Properties
**Relative energy (zero: lowest compared OMol25 entry of this formula, charge and spin)**: 3.093 eV
**Kohn-Sham gap (spin up / spin down)**: 0.2662 / 0.1865 Eh
**E_LUMO (spin up / spin down)**: 6.3 / 6.0 eV
**HOMO energy (spin up / spin down)**: -0.98 / 0.91 eV
**Net charge**: -2
**Spin multiplicity**: 1

Geometry (Å):
C (1.09, 2.31, 0.30)
C (0.02, 1.66, -0.27)
C (1.73, 0.31, -0.06)
C (0.57, -2.06, -1.20)
C (-1.68, -0.62, -1.36)
C (-0.98, -0.15, 2.35)
C (-0.18, -0.73, -0.88)
N (2.18, 1.42, 0.38)
N (0.45, 0.34, -0.50)
O (0.41, -2.35, -2.44)
O (-2.29, -1.66, -1.15)
O (1.28, -2.59, -0.34)
O (-2.11, 0.48, -1.66)
H (1.15, 3.30, 0.64)
H (-0.95, 1.95, -0.65)
H (2.42, -0.60, 0.01)
H (-0.08, -0.13, 1.96)
H (-1.32, -0.41, 3.32)
H (-1.70, -0.48, 1.55)



[2]
The following is a quantum chemistry calculation of C2H4N2O2S in the gas phase in a non-equilibrium geometry, from OMol25.

## Properties
**Relative energy (zero: lowest compared OMol25 entry of this formula, charge and spin)**: 4.482 eV
**Kohn-Sham gap**: 0.3460 Eh
**E_LUMO**: 0.4 eV
**HOMO energy**: -9.06 eV
**SMILES**: O=CN(O)/C=N\S
**Spin multiplicity**: 1

Geometry (Å):
O (0.09, 2.01, 0.22)
C (0.92, 1.19, 0.01)
N (0.44, -0.14, -0.39)
O (1.59, -0.90, -0.29)
C (-0.56, -0.95, 0.28)
N (-1.78, -0.88, 0.57)
S (-2.74, 0.28, -0.37)
H (2.16, 1.33, -0.01)
H (1.63, -1.63, -0.98)
H (0.05, -1.55, 0.88)
H (-1.79, 1.27, 0.09)



[3]
The following is a quantum chemistry calculation of C23H26ClN3O3 in the gas phase, from OMol25.

## Properties
**Relative energy (zero: lowest compared OMol25 entry of this formula, charge and spin)**: 1.952 eV
**Kohn-Sham gap**: 0.3177 Eh
**E_LUMO**: 0.6 eV
**HOMO energy**: -8.08 eV
**SMILES**: CCOc1ccc(CCNC(=O)c2c(C)nn(-c3ccccc3)c2Cl)cc1OCC
**Spin multiplicity**: 1

Geometry (Å):
C (0.26, -4.34, 3.55)
C (0.20, -2.82, 3.66)
O (-0.78, -2.38, 2.74)
C (-1.00, -1.06, 2.50)
C (-1.87, -0.81, 1.44)
C (-2.20, 0.47, 1.04)
C (-1.66, 1.56, 1.71)
C (-1.94, 2.96, 1.26)
C (-0.71, 3.55, 0.53)
N (-0.27, 2.69, -0.54)
C (-0.54, 2.97, -1.84)
O (-1.02, 4.02, -2.21)
C (-0.15, 1.91, -2.79)
C (-0.07, 2.08, -4.21)
C (-0.29, 3.32, -4.98)
N (0.26, 0.95, -4.79)
N (0.41, 0.03, -3.82)
C (0.75, -1.29, -4.17)
C (0.22, -1.81, -5.35)
C (0.53, -3.10, -5.74)
C (1.37, -3.87, -4.96)
C (1.91, -3.35, -3.80)
C (1.61, -2.06, -3.41)
C (0.17, 0.57, -2.60)
Cl (0.15, -0.39, -1.18)
C (-0.81, 1.32, 2.78)
C (-0.47, 0.04, 3.20)
O (0.36, -0.20, 4.26)
C (0.90, 0.88, 4.99)
C (1.75, 0.30, 6.11)
H (-0.71, -4.77, 3.78)
H (0.53, -4.62, 2.53)
H (1.00, -4.73, 4.24)
H (1.17, -2.38, 3.42)
H (-0.08, -2.53, 4.68)
H (-2.28, -1.67, 0.92)
H (-2.87, 0.62, 0.21)
H (-2.17, 3.60, 2.11)
H (-2.79, 2.97, 0.57)
H (-0.96, 4.52, 0.09)
H (0.12, 3.67, 1.24)
H (0.02, 1.77, -0.28)
H (-0.21, 3.11, -6.04)
H (0.44, 4.07, -4.69)
H (-1.28, 3.72, -4.75)
H (-0.43, -1.18, -5.95)
H (0.12, -3.50, -6.65)
H (1.61, -4.88, -5.26)
H (2.59, -3.95, -3.20)
H (2.07, -1.65, -2.52)
H (-0.40, 2.18, 3.31)
H (1.51, 1.51, 4.33)
H (0.09, 1.49, 5.41)
H (1.14, -0.32, 6.76)
H (2.54, -0.31, 5.69)
H (2.18, 1.11, 6.69)



[4]
The following is a quantum chemistry calculation of 3 unconnected molecules or ions with the total composition C5H13NO2 in a non-equilibrium geometry, from OMol25.

## Properties
**Relative energy (zero: lowest compared OMol25 entry of this formula, charge and spin)**: 2.456 eV
**Kohn-Sham gap (spin up / spin down)**: 0.3761 / 0.2343 Eh
**E_LUMO (spin up / spin down)**: -4.2 / -8.1 eV
**HOMO energy (spin up / spin down)**: -14.43 / -14.43 eV
**Net charge**: +1
**Spin multiplicity**: 2

Geometry (Å):
C (0.46, -0.63, -0.91)
C (-0.45, 0.38, -1.66)
C (-1.52, 0.99, -0.81)
C (-2.31, 2.03, -1.13)
C (-0.95, 0.84, 1.48)
N (-1.63, 0.46, 0.50)
H (-0.24, -1.39, -0.58)
H (1.23, -0.96, -1.61)
H (1.10, -0.26, -0.11)
H (-0.81, -0.18, -2.53)
H (0.05, 1.32, -1.98)
H (-2.27, 2.59, -2.06)
H (-2.89, 2.64, -0.45)
H (-0.99, 0.32, 2.43)
H (-0.23, 1.65, 1.68)
H (3.24, -1.69, 0.71)
H (3.51, -0.43, 1.69)
O (3.09, -0.78, 0.89)
H (-0.15, -1.98, 1.66)
H (1.28, -2.22, 1.28)
O (0.48, -2.70, 1.54)



[5]
The following is a quantum chemistry calculation of 13 unconnected molecules or ions with the total composition C64H125F21N6O26 in a non-equilibrium geometry, from OMol25.

## Properties
**Kohn-Sham gap**: 0.3197 Eh
**E_LUMO**: 0.4 eV
**HOMO energy**: -8.30 eV
**Spin multiplicity**: 1

Geometry (Å):
C (-6.80, 1.64, -0.34)
O (-6.29, 0.33, -0.11)
C (-6.19, 0.01, 1.28)
C (-5.67, -1.43, 1.47)
N (-6.55, -2.45, 0.83)
C (-6.14, -3.81, 1.08)
C (-7.21, -4.78, 0.60)
O (-7.47, -4.68, -0.82)
C (-8.17, -5.82, -1.32)
H (-6.45, 1.87, -1.35)
H (-6.39, 2.42, 0.30)
H (-7.88, 1.67, -0.21)
H (-7.19, 0.18, 1.66)
H (-5.47, 0.68, 1.76)
H (-5.46, -1.66, 2.52)
H (-4.74, -1.56, 0.92)
H (-6.74, -2.30, -0.15)
H (-6.04, -4.06, 2.14)
H (-5.16, -4.05, 0.68)
H (-8.17, -4.60, 1.08)
H (-6.79, -5.75, 0.87)
H (-7.55, -6.69, -1.11)
H (-8.22, -5.58, -2.38)
H (-9.17, -5.92, -0.89)
C (0.42, -0.73, 6.91)
O (0.09, -1.49, 5.81)
C (-0.87, -0.92, 4.95)
C (-1.22, -1.95, 3.84)
N (-2.19, -2.98, 4.27)
C (-2.57, -3.87, 3.25)
C (-3.57, -4.97, 3.73)
O (-3.92, -5.77, 2.64)
C (-4.84, -6.79, 2.93)
H (0.64, 0.29, 6.60)
H (1.41, -0.95, 7.32)
H (-0.39, -0.68, 7.65)
H (-0.55, 0.01, 4.47)
H (-1.78, -0.71, 5.51)
H (-0.32, -2.48, 3.55)
H (-1.59, -1.40, 2.97)
H (-1.69, -3.48, 4.99)
H (-1.70, -4.42, 2.90)
H (-3.09, -3.32, 2.46)
H (-4.49, -4.46, 4.01)
H (-3.24, -5.56, 4.58)
H (-4.31, -7.53, 3.53)
H (-5.14, -7.33, 2.03)
H (-5.73, -6.42, 3.45)
C (7.34, -0.85, 1.28)
O (6.98, 0.47, 1.44)
C (7.92, 1.21, 2.29)
C (7.58, 2.68, 2.37)
N (7.62, 3.44, 1.13)
C (7.50, 4.86, 1.33)
C (7.18, 5.44, -0.05)
O (5.73, 5.37, -0.32)
C (5.30, 5.75, -1.65)
H (6.54, -1.43, 0.82)
H (7.52, -1.32, 2.24)
H (8.28, -0.85, 0.72)
H (8.94, 1.21, 1.90)
H (7.95, 0.72, 3.26)
H (8.28, 3.15, 3.05)
H (6.60, 2.70, 2.84)
H (6.83, 3.16, 0.58)
H (8.47, 5.26, 1.65)
H (6.70, 5.19, 1.99)
H (7.66, 4.80, -0.80)
H (7.49, 6.48, -0.16)
H (5.34, 6.80, -1.91)
H (4.24, 5.53, -1.76)
H (5.82, 5.17, -2.42)
C (4.67, 2.51, 5.65)
O (3.94, 2.37, 4.37)
C (2.86, 1.39, 4.44)
C (3.41, -0.06, 4.48)
N (2.36, -1.08, 4.17)
C (2.88, -2.45, 4.06)
C (2.98, -3.20, 5.42)
O (3.90, -2.54, 6.26)
C (4.47, -3.36, 7.36)
H (5.48, 3.20, 5.42)
H (5.07, 1.55, 5.96)
H (3.98, 2.91, 6.39)
H (2.21, 1.56, 3.58)
H (2.16, 1.62, 5.24)
H (3.83, -0.27, 5.46)
H (4.23, -0.03, 3.76)
H (1.76, -1.17, 4.97)
H (3.83, -2.57, 3.53)
H (2.12, -2.98, 3.48)
H (3.24, -4.26, 5.35)
H (1.98, -3.19, 5.85)
H (3.66, -4.01, 7.71)
H (4.84, -2.75, 8.18)
H (5.29, -3.97, 7.00)
C (1.95, 3.53, -3.84)
O (2.56, 3.67, -2.53)
C (2.72, 2.47, -1.82)
C (3.38, 2.78, -0.47)
N (2.32, 3.54, 0.27)
C (2.86, 4.25, 1.43)
C (1.79, 4.93, 2.26)
O (1.49, 6.14, 1.55)
C (0.41, 6.89, 2.03)
H (1.78, 4.48, -4.35)
H (0.99, 3.01, -3.78)
H (2.60, 2.93, -4.48)
H (3.25, 1.65, -2.32)
H (1.75, 2.00, -1.66)
H (4.34, 3.29, -0.59)
H (3.54, 1.84, 0.06)
H (2.04, 4.26, -0.38)
H (3.73, 4.86, 1.20)
H (3.34, 3.58, 2.15)
H (2.00, 5.18, 3.30)
H (0.89, 4.32, 2.32)
H (0.52, 7.38, 3.00)
H (-0.53, 6.33, 2.05)
H (0.25, 7.71, 1.33)
C (-3.02, 2.20, -2.57)
O (-2.13, 2.31, -1.43)
C (-2.50, 1.44, -0.39)
C (-1.39, 1.35, 0.70)
N (-0.48, 0.29, 0.32)
C (0.56, 0.02, 1.30)
C (1.72, -0.89, 0.73)
O (2.10, -0.49, -0.56)
C (2.99, -1.44, -1.08)
H (-4.05, 2.49, -2.37)
H (-3.00, 1.16, -2.91)
H (-2.64, 2.92, -3.28)
H (-2.69, 0.47, -0.86)
H (-3.42, 1.72, 0.12)
H (-1.75, 0.95, 1.65)
H (-0.83, 2.28, 0.78)
H (0.08, 0.52, -0.49)
H (0.12, -0.55, 2.11)
H (0.97, 0.95, 1.69)
H (1.28, -1.89, 0.73)
H (2.55, -0.86, 1.44)
H (4.04, -1.42, -0.81)
H (2.94, -1.38, -2.17)
H (2.71, -2.48, -0.91)
C (-6.73, -0.96, -3.41)
C (-5.28, -1.29, -3.74)
O (-5.23, -1.17, -5.13)
C (-4.27, -1.48, -5.94)
O (-3.22, -1.99, -5.53)
C (-4.49, -1.09, -7.41)
F (-5.69, -0.43, -7.58)
F (-3.51, -0.26, -7.79)
F (-4.39, -2.18, -8.23)
H (-7.09, 0.02, -3.72)
H (-6.80, -0.98, -2.32)
H (-7.41, -1.78, -3.64)
H (-4.91, -2.24, -3.36)
H (-4.56, -0.61, -3.29)
C (-1.75, 6.63, 7.34)
C (-2.86, 5.67, 6.94)
O (-2.38, 4.42, 6.38)
C (-1.78, 4.33, 5.18)
O (-1.66, 5.19, 4.31)
C (-1.33, 2.86, 4.91)
F (-0.08, 2.84, 4.57)
F (-1.53, 2.09, 5.94)
F (-2.03, 2.31, 3.89)
H (-1.02, 6.82, 6.56)
H (-1.16, 6.16, 8.13)
H (-2.08, 7.64, 7.56)
H (-3.57, 6.13, 6.26)
H (-3.37, 5.33, 7.84)
C (0.01, -0.85, -3.43)
C (-0.65, 0.37, -4.14)
O (0.02, 0.73, -5.31)
C (-0.53, 1.62, -6.12)
O (-1.59, 2.25, -5.92)
C (0.43, 2.02, -7.25)
F (1.12, 3.07, -6.83)
F (1.30, 1.08, -7.50)
F (-0.35, 2.24, -8.34)
H (-0.29, -0.89, -2.39)
H (1.10, -0.87, -3.56)
H (-0.43, -1.77, -3.80)
H (-0.60, 1.15, -3.38)
H (-1.72, 0.28, -4.32)
C (3.94, -0.38, -6.01)
C (4.54, -0.70, -4.59)
O (5.08, 0.55, -4.21)
C (5.97, 0.63, -3.21)
O (6.47, -0.32, -2.61)
C (6.44, 2.06, -2.84)
F (6.26, 2.26, -1.50)
F (7.71, 2.08, -3.17)
F (5.77, 2.86, -3.57)
H (3.71, -1.16, -6.74)
H (4.65, 0.23, -6.58)
H (3.09, 0.30, -5.92)
H (5.28, -1.50, -4.71)
H (3.76, -1.02, -3.90)
C (-3.32, 2.24, -10.79)
C (-3.16, 3.39, -9.81)
O (-3.73, 3.02, -8.60)
C (-4.08, 3.95, -7.64)
O (-3.72, 5.12, -7.63)
C (-4.90, 3.40, -6.42)
F (-4.44, 3.97, -5.30)
F (-6.12, 3.80, -6.69)
F (-4.76, 2.10, -6.20)
H (-4.38, 1.97, -10.79)
H (-2.77, 1.40, -10.37)
H (-3.00, 2.59, -11.77)
H (-3.70, 4.29, -10.12)
H (-2.11, 3.68, -9.79)
C (1.02, -6.16, 0.79)
C (1.61, -4.73, 0.56)
O (2.91, -4.83, -0.02)
C (4.04, -4.84, 0.76)
O (4.06, -4.95, 2.01)
C (5.36, -4.77, 0.00)
F (5.25, -4.90, -1.32)
F (5.95, -3.58, 0.32)
F (6.12, -5.78, 0.44)
H (0.86, -6.69, -0.15)
H (0.12, -5.96, 1.37)
H (1.63, -6.77, 1.46)
H (1.52, -4.14, 1.47)
H (0.97, -4.33, -0.23)
C (-2.08, -3.15, -0.36)
C (-2.53, -4.60, -0.26)
O (-3.25, -4.99, -1.43)
C (-3.64, -6.29, -1.57)
O (-3.55, -7.17, -0.71)
C (-4.42, -6.66, -2.89)
F (-5.71, -6.92, -2.75)
F (-4.22, -5.72, -3.81)
F (-3.94, -7.74, -3.36)
H (-2.93, -2.48, -0.48)
H (-1.49, -2.82, -1.21)
H (-1.59, -2.85, 0.57)
H (-3.09, -4.80, 0.65)
H (-1.64, -5.22, -0.19)



[6]
The following is a quantum chemistry calculation of a molecular structure, C36H41BrCsN6O5P in a non-equilibrium geometry, from OMol25.

## Properties
**Relative energy (zero: lowest compared OMol25 entry of this formula, charge and spin)**: 0.070 eV
**Kohn-Sham gap**: 0.2523 Eh
**E_LUMO**: -0.3 eV
**HOMO energy**: -7.14 eV
**Spin multiplicity**: 1

Geometry (Å):
Cs (-0.35, -1.48, -0.32)
C (-1.38, -0.23, 3.00)
C (-0.92, -1.12, 4.18)
C (0.02, -0.35, 5.11)
C (-0.25, -2.44, 3.67)
C (0.41, -3.42, 4.66)
O (1.55, -3.89, 3.96)
C (1.78, -3.05, 2.86)
N (0.85, -2.15, 2.71)
C (3.05, -3.37, 2.06)
C (3.54, -4.65, 2.34)
C (4.74, -5.06, 1.81)
C (5.56, -4.20, 1.09)
C (5.11, -2.92, 0.80)
C (3.82, -2.54, 1.20)
P (3.25, -0.98, 0.46)
C (3.68, 0.29, 1.65)
C (3.18, 1.62, 1.53)
C (3.21, 2.48, 2.61)
C (3.75, 2.06, 3.83)
C (4.40, 0.81, 3.91)
C (4.35, -0.06, 2.82)
C (4.26, -0.45, -0.96)
C (5.14, 0.62, -0.91)
C (5.47, 1.26, -2.10)
C (4.98, 0.82, -3.33)
C (4.22, -0.38, -3.38)
C (3.89, -1.03, -2.19)
H (-1.97, 0.63, 3.39)
H (-2.08, -0.77, 2.29)
H (-0.52, 0.22, 2.51)
H (-1.76, -1.42, 4.80)
H (1.07, -0.63, 4.88)
H (-0.14, -0.51, 6.18)
H (-0.08, 0.74, 4.96)
H (-1.05, -2.94, 3.13)
H (-0.21, -4.27, 4.96)
H (0.71, -2.93, 5.61)
H (2.94, -5.36, 2.89)
H (5.05, -6.07, 2.01)
H (6.52, -4.52, 0.71)
H (5.77, -2.14, 0.35)
H (2.73, 1.87, 0.56)
H (2.78, 3.48, 2.46)
H (3.74, 2.70, 4.72)
H (4.94, 0.52, 4.82)
H (4.92, -1.02, 2.90)
H (5.58, 0.92, 0.08)
H (6.06, 2.21, -2.06)
H (5.22, 1.30, -4.29)
H (3.87, -0.74, -4.34)
H (3.40, -2.01, -2.16)
N (0.18, 3.23, -3.10)
C (-0.75, 2.86, -2.09)
C (-1.69, 4.08, -1.84)
C (-3.09, 3.73, -1.27)
C (-3.98, 2.77, -2.13)
N (-4.12, 3.03, -3.57)
C (-4.07, 2.12, -4.56)
N (-3.51, 0.94, -4.39)
N (-4.54, 2.43, -5.79)
C (0.09, 2.32, -0.73)
O (1.33, 2.29, -0.85)
O (-0.70, 2.03, 0.18)
H (1.16, 2.95, -3.01)
H (-0.13, 3.34, -4.07)
H (-1.38, 1.99, -2.36)
H (-1.77, 4.65, -2.79)
H (-1.18, 4.72, -1.11)
H (-3.71, 4.63, -1.01)
H (-2.92, 3.28, -0.26)
H (-4.96, 2.82, -1.67)
H (-3.61, 1.75, -2.05)
H (-4.41, 3.98, -3.87)
H (-3.35, 0.41, -3.49)
H (-3.67, 0.31, -5.16)
H (-4.77, 3.39, -6.03)
H (-4.45, 1.73, -6.55)
Br (-8.56, -1.02, -3.60)
C (-7.20, -1.01, -2.33)
C (-7.54, -0.82, -0.98)
N (-6.69, -1.15, -0.03)
C (-5.46, -1.54, -0.34)
C (-5.02, -1.58, -1.67)
C (-5.96, -1.45, -2.70)
C (-3.48, -1.58, -1.78)
O (-2.82, -2.40, -1.09)
O (-2.94, -0.65, -2.44)
H (-8.55, -0.56, -0.68)
H (-4.84, -1.78, 0.55)
H (-5.73, -1.67, -3.73)



[7]
The following is a quantum chemistry calculation of C4H7NO in the gas phase, from OMol25.

## Properties
**Relative energy (zero: lowest compared OMol25 entry of this formula, charge and spin)**: 2.809 eV
**Kohn-Sham gap**: 0.3723 Eh
**E_LUMO**: 1.0 eV
**HOMO energy**: -9.11 eV
**SMILES**: O=CCN1CC1
**Spin multiplicity**: 1

Geometry (Å):
O (-2.95, -0.01, 1.18)
C (-1.94, -0.18, 0.56)
C (-0.64, 0.58, 0.80)
N (0.39, -0.20, 0.18)
C (0.73, -0.48, -1.17)
C (1.74, 0.02, -0.18)
H (-1.85, -0.95, -0.24)
H (-0.45, 0.57, 1.88)
H (-0.77, 1.63, 0.48)
H (0.48, 0.19, -2.00)
H (0.66, -1.54, -1.43)
H (2.45, -0.65, 0.31)
H (2.15, 1.02, -0.37)



[8]
The following is a quantum chemistry calculation of a molecular structure, C12H22N2OPbS, from OMol25.

## Properties
**Relative energy (zero: lowest compared OMol25 entry of this formula, charge and spin)**: 0.114 eV
**Kohn-Sham gap**: 0.3240 Eh
**E_LUMO**: -7.2 eV
**HOMO energy**: -16.02 eV
**Net charge**: +2
**Spin multiplicity**: 1

Geometry (Å):
Pb (-0.15, 0.54, -0.09)
C (-1.39, -1.14, 1.91)
C (-2.37, -0.98, 0.91)
C (-3.06, 0.22, 0.80)
C (-2.78, 1.27, 1.68)
C (-1.82, 1.11, 2.68)
C (-1.13, -0.09, 2.80)
H (-0.90, -2.09, 2.04)
H (-2.62, -1.82, 0.28)
H (-3.83, 0.34, 0.05)
H (-3.33, 2.20, 1.60)
H (-1.63, 1.92, 3.38)
H (-0.40, -0.23, 3.59)
C (2.58, 2.61, 0.00)
C (2.97, 1.42, 0.83)
O (2.24, 0.24, 0.37)
C (2.74, -0.98, 0.96)
C (2.04, -2.15, 0.30)
H (3.14, 3.48, 0.32)
H (1.52, 2.88, 0.11)
H (2.79, 2.44, -1.06)
H (2.77, 1.57, 1.89)
H (4.03, 1.20, 0.71)
H (2.57, -0.96, 2.04)
H (3.81, -1.03, 0.79)
H (0.96, -2.14, 0.48)
H (2.42, -3.09, 0.72)
H (2.22, -2.15, -0.78)
C (-1.95, -4.10, -3.11)
N (-1.02, -3.06, -2.68)
C (-1.24, -1.76, -2.81)
N (-2.41, -1.34, -3.27)
S (0.03, -0.62, -2.47)
H (-1.49, -5.07, -2.92)
H (-2.17, -4.02, -4.17)
H (-2.88, -4.04, -2.53)
H (-0.09, -3.32, -2.38)
H (-3.10, -1.98, -3.63)
H (-2.52, -0.36, -3.50)